Record 1
{
  "formula": "C16H26B2CoN6O2",
  "method": "the ωB97M-V functional and the def2-TZVPD basis",
  "species": ["H", "N", "B", "N", "C", "Co", "H", "C", "H", "C", "H", "C", "H", "H", "H", "N", "N", "N", "N", "C", "C", "H", "H", "C", "C", "C", "C", "H", "H", "H", "H", "H", "C", "C", "C", "O", "B", "O", "C", "C", "C", "H", "H", "H", "H", "H", "H", "H", "H", "H", "H", "H", "H"],
  "positions_angstrom": [[2.40691, -1.01532, 1.79506], [0.55989, -1.93148, 1.23731], [-1.43732, -3.58174, 1.12443], [-0.04631, -3.11748, 1.62025], [0.75337, -3.76328, 2.47082], [-0.37266, -0.80898, 0.10677], [0.42009, -4.71796, 2.87723], [1.89444, -3.01456, 2.67786], [2.72226, -3.28723, 3.32397], [1.75128, -1.86537, 1.89951], [-1.83603, -4.53466, 1.74328], [-0.61017, 1.36452, -3.22352], [-0.25718, 2.29991, -3.63832], [-1.48085, 1.58552, -2.60043], [-0.93739, 0.74954, -4.05338], [-1.26336, -3.90510, -0.36082], [-2.42523, -2.39640, 1.21275], [-0.78839, -2.96386, -1.25225], [-2.11275, -1.10244, 0.83593], [-1.50739, -5.09378, -0.96253], [-3.67322, -2.43554, 1.69122], [-1.88884, -5.93543, -0.40364], [-4.07409, -3.39313, 2.01626], [-1.19209, -4.94301, -2.31348], [-4.20356, -1.15870, 1.66524], [-0.75301, -3.59561, -2.43901], [-3.20040, -0.33613, 1.13825], [-1.25135, -5.68580, -3.07455], [-5.19373, -0.88562, 1.99698], [-0.43825, -3.13116, -3.35431], [-3.21306, 0.73103, 0.99718], [0.16417, 0.85820, -2.65388], [2.62891, 2.99414, -1.71544], [2.15076, 2.74012, -0.28092], [3.25572, 3.28382, 0.60999], [1.94236, 1.34177, -0.05375], [0.57076, 1.11924, -0.16131], [-0.14763, 2.29303, -0.38720], [0.74035, 3.34967, -0.00655], [0.49405, 3.61565, 1.48063], [0.46592, 4.66560, -0.71882], [1.91070, 2.64961, -2.47542], [3.59341, 2.48491, -1.87159], [2.82070, 4.06809, -1.90039], [4.21671, 2.82155, 0.34713], [3.37462, 4.37493, 0.47664], [3.05644, 3.08435, 1.66785], [1.13226, 4.41627, 1.88608], [-0.55265, 3.93564, 1.58354], [0.64967, 2.70182, 2.07557], [0.55242, 4.60559, -1.80935], [-0.54268, 5.02149, -0.47673], [1.17141, 5.44375, -0.37013]],
  "forces_ev_per_a": [[-0.1, 0.0, -0.2], [1.8, -2.3, 2.4], [0.4, 0.6, -0.8], [0.8, 1.0, 0.4], [-0.3, -0.2, 0.0], [0.5, 1.6, -2.5], [0.3, 0.4, -0.1], [0.6, -0.1, 0.4], [-0.2, 0.2, -0.2], [-1.5, -0.8, -0.4], [0.1, 0.2, -0.1], [-0.6, 0.0, -0.2], [0.3, 0.2, 0.0], [0.3, -0.1, 0.1], [0.0, -0.3, -0.2], [0.1, -0.3, -0.9], [-0.2, 1.2, 0.1], [-0.5, -1.0, 0.1], [-2.6, -0.3, 1.3], [0.5, 1.1, -0.9], [0.3, -0.1, 0.0], [0.1, 0.1, 0.0], [0.0, 0.4, 0.0], [0.1, 0.8, 0.9], [-0.2, 0.2, 0.1], [-0.5, -0.9, 1.0], [0.6, -1.7, 0.0], [0.0, -0.2, -0.3], [0.1, 0.1, -0.1], [0.1, 0.4, 0.1], [0.2, 0.0, -0.2], [-0.1, 0.1, -0.1], [0.1, -0.1, -0.6], [0.4, 1.2, -0.4], [0.1, 0.1, 0.5], [-0.4, 0.2, 0.0], [-0.6, -1.1, -0.1], [0.5, 0.1, 0.2], [0.5, 0.8, 0.5], [-0.1, -0.1, 0.4], [0.0, 0.3, -0.4], [0.2, 0.0, 0.3], [-0.4, 0.0, 0.0], [-0.2, -0.5, 0.2], [-0.3, 0.0, 0.1], [-0.2, -0.4, 0.0], [0.1, 0.0, -0.2], [-0.2, -0.3, -0.2], [0.3, -0.2, 0.1], [-0.1, 0.3, -0.1], [-0.1, -0.1, 0.2], [0.2, -0.1, 0.0], [-0.2, -0.4, -0.1]],
  "s2": 3.761,
  "orbital_gap_ev": [8.52, 9.01],
  "largest_force_ha_per_bohr": 0.073,
  "multiplicity": 4,
  "homo_ha": [-0.28620, -0.31119]
}

=====

Record 2
{
  "formula": "C16H26BF4O3",
  "method": "the ωB97M-V functional and the def2-TZVPD basis",
  "species": ["O", "C", "C", "B", "F", "C", "C", "C", "F", "F", "F", "C", "C", "C", "C", "C", "C", "C", "H", "H", "H", "H", "H", "H", "H", "H", "H", "H", "H", "H", "H", "H", "H", "H", "C", "O", "C", "C", "O", "C", "H", "H", "H", "H", "H", "H", "H", "H", "H", "H"],
  "positions_angstrom": [[1.46600, -4.07364, -2.40962], [1.95629, -2.87097, -3.12252], [2.94520, -2.10337, -2.12051], [2.90918, -0.46590, -2.21568], [3.58255, -0.11483, -3.51572], [3.75693, 0.31698, -1.04683], [5.19068, -0.38336, -0.77946], [6.17094, 0.50519, 0.13467], [7.53874, 0.46743, -0.30405], [5.82389, 1.90024, 0.15312], [6.05676, 0.08227, 1.50992], [1.41048, 0.20444, -2.29147], [0.29139, -0.49078, -1.39255], [-1.18607, -0.41225, -1.93471], [-2.41310, -1.00931, -1.18377], [-2.13790, -1.73659, 0.15550], [-0.69262, -1.84883, 0.76632], [0.49751, -1.19753, -0.03350], [2.24622, -4.62467, -2.16898], [1.01843, -2.29371, -3.41492], [2.45813, -3.26786, -4.07298], [4.02275, -2.42181, -2.40667], [2.82548, -2.41765, -1.01494], [3.15131, 0.46456, -0.08808], [3.98943, 1.37054, -1.47125], [4.99760, -1.36674, -0.20767], [5.74503, -0.58253, -1.77064], [1.52292, 1.29882, -1.91761], [1.01266, 0.29678, -3.37185], [-1.40695, 0.13101, -2.92133], [-3.45982, -0.91267, -1.65668], [-3.00095, -2.21842, 0.72629], [-0.51928, -2.38994, 1.76861], [1.54200, -1.29230, 0.40996], [-5.49575, 3.59419, 3.20328], [-4.30112, 3.09725, 3.78725], [-4.37788, 1.70207, 4.07770], [-3.65499, 0.87279, 3.02087], [-4.31375, 0.95327, 1.75941], [-3.66416, 1.85048, 0.86625], [-5.28531, 4.58215, 2.78819], [-5.85527, 2.94987, 2.39709], [-6.26998, 3.69332, 3.97005], [-5.42071, 1.38269, 4.18306], [-3.88153, 1.54975, 5.04169], [-3.67660, -0.17860, 3.32486], [-2.60624, 1.17488, 2.93331], [-2.75213, 1.38566, 0.47718], [-3.41717, 2.79926, 1.34774], [-4.33916, 2.04840, 0.03165]],
  "forces_ev_per_a": [[0.5, -0.2, -0.5], [0.4, -0.8, 1.1], [0.8, -0.6, -0.5], [0.4, 0.1, -0.8], [-0.2, -0.1, 0.5], [1.4, 0.8, 0.2], [-0.1, 0.5, 0.5], [-0.7, 0.6, 0.1], [-2.8, 0.0, 1.5], [1.1, -3.1, 0.1], [0.9, 1.1, -2.8], [-1.5, 0.6, 0.7], [-3.3, -0.7, 1.1], [-0.2, -1.5, 2.9], [4.2, -0.2, 1.2], [2.5, 1.0, -1.1], [-0.9, 2.2, -3.9], [-3.1, -0.2, -0.8], [-0.8, 0.9, -0.3], [1.3, -0.7, 0.6], [-0.5, 1.0, 1.2], [-1.5, 0.4, 0.5], [-0.3, 0.0, -1.8], [1.0, -0.3, -1.0], [-0.5, -1.6, 0.7], [0.7, 1.5, -0.9], [-1.0, 0.3, 1.6], [-0.3, -1.6, -0.5], [0.5, -0.3, 1.6], [0.6, -0.9, 1.6], [1.9, -0.3, 1.1], [1.3, 0.8, -0.9], [-0.3, 1.0, -1.9], [-1.6, 0.2, -0.8], [0.2, 0.1, 0.0], [-0.3, -0.2, -0.1], [0.5, 0.2, -0.1], [-0.5, -0.1, -0.1], [0.1, 0.3, 0.3], [0.1, -0.2, -0.2], [0.1, -0.1, 0.1], [0.0, 0.0, 0.0], [-0.1, 0.0, 0.0], [0.0, 0.0, -0.1], [0.0, 0.0, 0.0], [0.0, 0.0, 0.0], [-0.1, 0.1, 0.0], [0.0, 0.1, 0.0], [0.0, 0.0, 0.1], [0.0, -0.1, 0.1]],
  "orbital_gap_ev": 7.85,
  "largest_force_ha_per_bohr": 0.089,
  "homo_ha": -0.19331,
  "total_charge": -1
}